{"formula": "ClH3P2", "method": "wB97M-V/def2-TZVPD", "symbols": ["P", "P", "Cl", "H", "H", "H"], "coordinates": [[-0.253, -0.009, 1.260], [0.820, 0.331, -0.585], [-0.613, -0.129, -1.867], [-1.247, -0.798, 0.564], [0.574, -1.071, 1.152], [0.720, 1.676, -0.524]], "lumo_energy_ha": 0.0263, "charge": 0, "e_homo_ev": -9.13, "max_force_ev_per_a": 2.16}

---

{"formula": "ClH3S", "method": "wB97M-V/def2-TZVPD", "symbols": ["H", "H", "H", "S", "Cl"], "coordinates": [[-1.484, -0.671, 0.248], [1.951, -0.584, -0.258], [1.291, 1.225, 0.023], [0.769, -0.010, 0.008], [-2.526, 0.040, -0.021]], "lumo_energy_ha": 0.0266, "charge": 0, "e_homo_ev": -10.13, "max_force_ev_per_a": 0.60}